No. 1
An isolated ion of composition C5H12N3 and charge +1 at a distorted geometry. Source: the OMol25 dataset; level of theory: wB97M-V/def2-TZVPD.

As for the expectation value of S²: 2.007.

```
! wB97M-V def2-TZVPD RIJCOSX def2/J DEFGRID3
* xyz 1 3
C 1.798 1.113 -0.238
C 0.295 -0.751 -0.016
C -0.275 -1.671 0.933
C -0.314 -0.989 -1.355
C -0.671 1.591 0.086
N 2.487 -0.184 -0.410
N 1.818 -1.148 -0.308
N 0.468 0.739 0.362
H 2.319 1.868 0.291
H 1.708 1.430 -1.343
H 0.112 -1.438 1.919
H 0.052 -2.681 0.739
H -1.366 -1.600 0.909
H 0.064 -0.453 -2.214
H -1.354 -0.684 -1.456
H -0.578 -2.079 -1.585
H -1.574 0.963 0.112
H -0.780 2.480 0.744
H -0.466 1.865 -0.993
H 0.731 0.935 1.276
*
```

No. 2
An isolated ion of composition C5H12N3O2 and charge +1 at a distorted geometry. Source: the OMol25 dataset; level of theory: wB97M-V/def2-TZVPD.

The structure (SMILES) is CC/C=[NH+]/NC(=O)NOC.

```
! wB97M-V def2-TZVPD RIJCOSX def2/J DEFGRID3
* xyz 1 1
C 0.809 -1.995 -0.271
C -0.210 0.452 -0.196
C -0.345 2.714 -1.549
C 0.436 -3.167 2.947
C -0.506 1.925 -0.178
N 0.045 -1.475 -1.427
N 0.088 -2.674 0.638
N -0.095 -0.108 -1.347
O 1.965 -1.746 -0.209
O 0.885 -3.335 1.606
H 0.076 -0.163 0.685
H -0.537 3.808 -1.269
H -1.138 2.426 -2.241
H 0.648 2.612 -2.049
H -0.496 -2.648 2.922
H 1.251 -2.478 3.514
H 0.487 -4.149 3.384
H -1.563 2.212 0.168
H -0.063 2.421 0.701
H 0.372 -1.813 -2.344
H -0.320 0.429 -2.216
H -0.983 -2.786 0.432
*
```

No. 3
C5H12N3O2P as an isolated structure at a distorted geometry. Source: the OMol25 dataset; level of theory: wB97M-V/def2-TZVPD.

```
! wB97M-V def2-TZVPD RIJCOSX def2/J DEFGRID3
* xyz 0 1
C 1.738 -1.016 0.100
C -1.002 1.457 0.778
C -2.456 0.863 0.924
C -1.278 -0.141 -1.416
C -0.074 0.684 -0.098
N 2.256 -2.119 0.653
N 2.556 -0.433 -0.956
N 0.682 -0.384 0.494
O -1.844 -1.681 0.788
O -3.848 -1.103 -0.622
P -2.528 -0.602 -0.184
H -0.969 2.566 0.460
H -0.751 1.460 1.881
H -2.752 0.457 1.987
H -3.101 1.771 0.722
H -1.540 0.579 -2.042
H -0.802 -0.975 -2.023
H 0.638 1.243 -0.642
H 2.722 -2.679 0.025
H 1.836 -2.294 1.561
H 3.145 -1.180 -1.385
H 1.988 -0.119 -1.713
H -1.055 -1.413 1.100
*
```

No. 4
C5H12N3O8Tl as an isolated structure at a distorted geometry. Source: the OMol25 dataset; level of theory: wB97M-V/def2-TZVPD.

```
! wB97M-V def2-TZVPD RIJCOSX def2/J DEFGRID3
* xyz 2 1
Tl -0.347 -3.372 -4.235
C -0.151 1.264 -2.418
C -0.209 -0.260 -2.706
O 0.684 -0.744 -3.405
O -1.189 -0.955 -2.472
H -0.724 1.970 -3.020
H 0.826 1.746 -2.446
H -0.215 1.361 -1.334
C -3.286 -0.331 0.193
N -2.581 -0.251 1.494
O -3.240 -0.107 2.541
O -1.398 -0.413 1.479
H -2.541 -0.286 -0.601
H -4.000 0.491 0.133
H -3.818 -1.282 0.178
C 1.051 -1.888 0.546
N 2.528 -2.063 0.520
O 3.018 -3.153 0.417
O 3.326 -1.099 0.524
H 0.545 -2.508 -0.195
H 0.834 -0.897 0.147
H 0.550 -2.050 1.501
C 1.687 2.203 1.273
N 1.129 2.044 2.633
O 0.627 3.035 3.166
O 1.353 0.932 3.100
H 2.685 1.763 1.267
H 1.881 3.245 1.019
H 0.977 1.605 0.702
*
```

No. 5
C5H12N4 as an isolated structure at a distorted geometry. Source: the OMol25 dataset; level of theory: wB97M-V/def2-TZVPD.

```
! wB97M-V def2-TZVPD RIJCOSX def2/J DEFGRID3
* xyz 0 1
C -3.006 -0.646 -0.536
C 0.065 0.107 -0.133
C 1.045 1.152 -0.495
C 0.919 2.436 -0.054
C 2.287 -1.034 0.714
H -3.742 0.337 -0.678
H -3.509 -1.561 -0.170
H -2.182 -0.831 -1.585
H -1.898 -1.008 1.327
H -1.203 1.654 0.321
H 1.793 0.902 -1.292
H 1.624 3.074 -0.443
H 0.150 2.863 0.619
H 1.793 -2.384 -0.860
H 2.187 0.092 0.756
H 3.394 -1.483 0.603
H 1.848 -1.537 1.622
N -2.277 -0.183 0.777
N -1.150 0.552 0.370
N 0.260 -1.121 -0.339
N 1.604 -1.382 -0.525
*
```

No. 6
An isolated ion of composition C5H12N5 and charge +1 at a distorted geometry. Source: the OMol25 dataset; level of theory: wB97M-V/def2-TZVPD.

The structure (SMILES) is C[n+]1nnnn1C(C)(C)C.

```
! wB97M-V def2-TZVPD RIJCOSX def2/J DEFGRID3
* xyz 1 1
C -1.394 -0.555 -0.214
C 0.805 0.596 -0.902
C -1.060 1.868 0.193
C 1.137 -2.128 1.194
C -0.347 0.553 0.137
N 0.813 0.543 3.446
N 0.191 1.152 2.533
N 1.174 -0.624 3.117
N 0.247 0.294 1.423
N 0.828 -0.846 1.862
H -2.321 -0.378 0.236
H -1.749 -0.386 -1.173
H -0.917 -1.486 -0.046
H 0.560 1.172 -1.755
H 1.629 0.998 -0.349
H 1.049 -0.438 -1.105
H -1.961 1.768 0.830
H -0.515 2.706 0.528
H -1.372 2.154 -0.766
H 1.871 -1.899 0.319
H 1.543 -2.730 1.918
H 0.321 -2.598 0.871
*
```

Across the entries above, DFT total energy takes the values -361.5162 -512.0647 -853.8095 -1135.1684 -416.5356 -471.0992 hartree, respectively.
Across the entries above, energy above the lowest of the compared OMol25 structures with the same formula, charge and spin takes the values 37.1 95.0 52.3 8.4 131.7 131.4 kcal/mol, respectively.